The following is a quantum chemistry calculation of a 2-piece molecular cluster, C5H15NO overall, from OMol25.

```
22
Properties=species:S:1:pos:R:3:forces:R:3
C -0.965070 0.375396 1.650997 0.40 -2.59 1.81
C -0.962651 -0.145954 0.222861 -2.71 -0.79 -0.39
C -0.813013 -1.709998 0.126368 1.99 -0.02 2.69
C 0.043703 0.773106 -0.419913 0.15 1.31 -2.44
C -0.622519 1.575806 -1.556350 -0.51 0.12 -1.17
N 1.217542 0.117392 -0.986583 -0.75 -1.05 2.01
H -1.020453 1.487143 1.615226 -0.17 -1.01 0.70
H 0.013286 -0.046186 2.102110 -1.07 1.32 -0.47
H -1.728558 -0.184463 2.295686 0.54 1.34 -0.82
H -2.062605 0.031151 -0.171124 2.20 0.04 0.37
H -1.046871 -2.335237 -0.780639 0.72 1.22 0.59
H 0.197132 -1.971169 0.720676 -1.73 0.20 -2.07
H -1.505937 -2.067731 0.890705 -0.43 -0.09 -0.17
H 0.370962 1.585287 0.265106 0.17 -1.07 -0.03
H -0.224502 1.169874 -2.539635 -0.37 0.98 1.00
H -1.725431 1.439128 -1.627442 0.69 0.30 0.28
H -0.397991 2.648790 -1.381565 -0.17 -0.52 -0.79
H 0.922737 -0.615057 -1.617396 0.59 0.23 -0.31
H 1.936991 0.736274 -1.263100 0.40 0.47 -0.93
O 2.815337 -1.377893 0.729992 -0.35 1.55 0.01
H 3.243903 -0.867060 1.424491 0.38 -0.47 0.35
H 2.314008 -0.618598 0.299530 0.04 -1.45 -0.22
```
Forces are in eV/Å.

Results
Frontier orbital gap in hartree: 0.3731
ΔE to the lowest compared entry with this formula, charge and spin in kcal per mole: 44.3
LUMO in hartree: 0.0335
Structure (SMILES): CC(C)[C@H](C)N.O

Atomic partial charges in e from the Mulliken method, atoms 1 to 8:
1. C -1.4032
2. C 0.5632
3. C -1.3777
4. C 0.1898
5. C -1.2894
6. N -0.6443
7. H 0.3791
8. H 0.2569



The following is a quantum chemistry calculation of C38H40N4O3SSiW as an isolated structure, from OMol25.

```
88
Properties=species:S:1:pos:R:3:forces:R:3
W 0.997953 0.527395 -0.307200 -2.10 -3.26 1.34
C 5.035749 0.844504 -2.069357 -0.20 0.03 0.03
C 3.575912 0.704861 -1.752578 0.18 -0.04 -0.07
N 3.074292 0.637906 -0.506568 0.37 0.08 -0.28
N 3.833928 0.812039 0.611446 0.18 -0.01 0.37
C 3.296330 0.847353 1.829517 -0.12 -0.02 -0.12
N 4.172200 0.938518 2.877432 -0.10 0.06 -0.06
S 1.621571 0.758308 2.143802 0.28 0.19 -0.15
C 2.614544 0.635655 -2.786499 0.02 -0.05 0.13
C 2.944465 0.690584 -4.161285 0.01 -0.05 -0.09
C 1.955824 0.676473 -5.106033 0.05 -0.02 0.10
C 0.610973 0.600726 -4.704159 0.01 -0.01 -0.01
C 0.340619 0.525163 -3.358279 -0.13 -0.07 -0.14
N 1.288060 0.525764 -2.419272 0.29 0.16 -0.44
H 5.663794 0.846902 -1.179918 0.06 0.00 -0.04
H 5.221265 1.775684 -2.609267 0.05 0.01 0.03
H 5.377625 0.018099 -2.696573 0.03 0.00 0.01
H 4.835514 0.874583 0.522595 0.08 -0.07 -0.12
H 5.027297 1.455364 2.739918 0.02 -0.04 0.01
H 3.717496 1.114241 3.758743 0.05 0.02 0.05
H 3.982983 0.748723 -4.455404 -0.01 0.03 -0.01
H 2.206755 0.724451 -6.157548 0.02 0.00 0.00
H -0.190579 0.596822 -5.427393 -0.04 -0.01 0.05
H -0.676580 0.449078 -2.991694 0.01 0.02 0.03
C 0.851664 4.587647 0.306198 0.06 -0.10 -0.13
O 0.802342 3.152239 0.251478 -0.22 0.67 0.28
C 1.443275 2.560617 -0.783771 0.39 1.05 -0.47
O 2.057162 3.201181 -1.602784 -0.08 0.08 0.07
H 0.472709 4.874925 1.281367 -0.03 -0.04 0.05
H 0.234317 5.010822 -0.486095 0.00 0.00 0.01
H 1.877358 4.925541 0.167982 -0.01 0.04 0.03
O -1.007757 0.867205 -0.183247 1.34 -0.35 -0.53
Si -2.305916 1.042344 0.739698 -0.66 0.02 0.49
C -3.591035 2.111950 -0.127019 0.24 -0.03 0.11
C -3.625039 2.162008 -1.520814 0.07 -0.03 -0.01
C -4.622601 2.853771 -2.190981 -0.03 0.03 -0.04
C -5.609089 3.514494 -1.471699 0.01 -0.01 0.01
C -5.587267 3.483822 -0.084398 -0.05 0.05 0.00
C -4.586230 2.788824 0.578729 0.03 -0.02 0.04
C -3.109092 -0.641927 1.032476 0.23 0.16 -0.08
C -4.151582 -0.819275 1.942714 -0.01 0.02 0.02
C -4.737350 -2.062810 2.127824 -0.01 0.03 0.02
C -4.289483 -3.153755 1.395091 0.00 -0.04 -0.01
C -3.263099 -2.995035 0.475807 -0.04 -0.04 0.02
C -2.679293 -1.748558 0.299436 0.01 0.07 -0.01
C -1.873137 1.782204 2.422643 -0.15 -0.12 -0.22
C -1.628309 0.963093 3.525761 0.02 -0.04 -0.04
C -1.231574 1.498656 4.742953 0.02 0.02 0.08
C -1.076080 2.870570 4.878632 0.00 -0.03 -0.01
C -1.328541 3.703181 3.796200 0.02 0.06 0.02
C -1.724518 3.160698 2.583307 0.01 0.03 -0.05
H -2.851794 1.649334 -2.083746 -0.02 0.02 -0.02
H -4.632311 2.880569 -3.273804 0.00 0.00 0.01
H -6.392954 4.051512 -1.990951 0.01 0.01 0.00
H -6.350582 4.006299 0.479333 0.00 -0.01 0.00
H -4.574604 2.775125 1.664336 -0.03 0.02 -0.02
H -4.510797 0.029373 2.517226 0.00 -0.03 0.02
H -5.543018 -2.182639 2.841796 0.01 0.00 0.00
H -4.740791 -4.127369 1.541845 -0.01 0.01 -0.01
H -2.920379 -3.845860 -0.099042 0.02 0.01 -0.01
H -1.878215 -1.616655 -0.420921 0.02 -0.07 0.00
H -1.750957 -0.111071 3.430286 0.01 0.01 0.02
H -1.045957 0.847031 5.588248 0.00 -0.01 -0.01
H -0.764318 3.291742 5.826525 -0.01 0.00 0.00
H -1.219201 4.776063 3.905250 -0.01 -0.01 -0.02
H -1.929498 3.816023 1.742280 0.03 0.02 0.03
C 1.721739 -2.790185 -2.391546 0.00 0.03 0.14
C 1.991733 -2.650125 -0.872087 0.13 -0.08 -0.14
C 3.515112 -2.521752 -0.691920 -0.16 -0.02 0.03
C 1.282752 -1.423573 -0.357002 -0.01 1.37 -0.17
C 1.456918 -3.890239 -0.153021 -0.02 0.01 0.03
C 2.205444 -4.595022 0.784709 -0.01 0.00 0.00
C 1.685658 -5.713608 1.424187 0.01 -0.04 0.03
C 0.404851 -6.154020 1.138629 0.02 0.00 0.01
C -0.357705 -5.452956 0.215436 -0.05 -0.01 -0.03
C 0.159916 -4.333493 -0.414606 -0.03 -0.03 0.02
H 2.250110 -2.010256 -2.939217 -0.02 0.02 -0.02
H 0.660871 -2.695084 -2.620408 0.01 -0.04 -0.02
H 2.072367 -3.764688 -2.737529 0.00 0.01 -0.03
H 3.885823 -1.721401 -1.326311 0.03 0.04 -0.02
H 4.006575 -3.450268 -0.990497 0.02 0.01 0.02
H 3.778626 -2.294376 0.342612 0.03 -0.01 -0.01
H 0.463654 -1.667465 0.354764 -0.19 0.29 -0.13
H 3.210279 -4.282152 1.032556 -0.01 0.01 -0.02
H 2.292811 -6.242843 2.148394 -0.01 0.00 0.00
H 0.002804 -7.030904 1.629464 0.00 0.01 0.00
H -1.363035 -5.783506 -0.016689 0.01 0.01 0.01
H -0.461778 -3.795188 -1.120478 0.03 0.00 0.00
```
Forces are in eV/Å.

Results
Frontier orbital gap (spin up / spin down) in hartree: 0.2078 / 0.2649
ΔE to the lowest compared entry with this formula, charge and spin in kcal per mole: 13.9
Spin multiplicity: 3
LUMO (spin up / spin down) in hartree: 0.0025 / -0.0038
Expectation value of S²: 2.0681

Atomic partial charges in e from the Mulliken method, atoms 1 to 8:
1. W 0.3693
2. C -1.8086
3. C 0.7056
4. N 0.3989
5. N -0.6609
6. C 0.3314
7. N -0.5200
8. S -0.3641



The following is a quantum chemistry calculation of a 4-piece molecular cluster, C25H19F3O9 overall, from OMol25.

```
56
Properties=species:S:1:pos:R:3:forces:R:3
C 2.142457 1.659613 2.400587 0.77 0.19 -0.71
C 1.273001 2.448698 2.151760 -0.64 -0.12 -0.26
C 0.128445 3.276431 1.709794 1.60 -0.01 1.14
O -0.252524 2.816136 0.417133 -1.10 -0.67 0.21
C -1.418397 3.363012 -0.025427 -0.47 0.76 -0.69
O -1.529358 4.515128 -0.297103 0.21 0.40 0.05
O -2.474402 2.532154 -0.237857 0.92 -0.25 0.75
C -2.719025 1.624325 0.834510 -0.83 -0.72 0.35
C -3.148454 2.301140 2.157238 0.57 -0.48 0.16
C -4.650464 2.303118 2.389459 2.02 0.92 -0.48
F -5.234495 2.917539 1.365539 -0.81 0.03 -0.45
F -4.916502 3.004254 3.487373 -0.52 0.08 0.68
F -5.151362 1.084800 2.516594 -0.45 -0.64 0.09
H 3.044241 1.061269 2.318778 -0.71 0.25 0.65
H 0.477713 4.315634 1.718267 -0.38 -0.01 -0.40
H -0.656768 3.182046 2.466001 -0.17 -0.01 -0.35
H -1.891152 0.930213 1.016785 0.13 0.43 -0.19
H -3.561961 1.001418 0.512436 0.25 0.14 -0.20
H -2.814372 3.340106 2.252938 -0.12 -0.13 -0.24
H -2.661970 1.748427 2.972177 -0.31 0.14 0.00
O 4.491548 -2.976856 -2.780964 -0.04 -0.02 0.02
C 4.237923 -2.506166 -1.690220 0.05 0.05 0.01
C 2.846425 -2.475834 -1.177010 -0.09 0.00 0.01
C 2.563778 -1.959726 0.015583 -0.08 -0.07 -0.04
C 3.627101 -1.395357 0.881144 0.09 0.08 0.06
O 3.361977 -0.926612 1.972029 0.08 -0.26 -0.14
C 5.014699 -1.426016 0.369585 -0.09 -0.01 -0.12
C 5.302419 -1.941758 -0.824689 -0.01 -0.39 0.52
H 2.084061 -2.892819 -1.823087 0.03 0.00 -0.03
H 1.555420 -1.926820 0.408367 0.02 0.03 0.04
H 5.775674 -1.008558 1.016929 -0.02 -0.03 0.03
H 6.311577 -1.973227 -1.213916 -0.53 -0.25 0.32
O 9.368924 -1.228079 -7.183145 0.00 0.02 0.04
C 8.851718 -1.148443 -6.090186 0.02 -0.04 -0.12
C 9.362991 -0.205745 -5.064481 0.01 0.05 0.10
C 8.796655 -0.119895 -3.863853 0.07 0.05 0.00
C 7.631331 -0.960491 -3.501886 0.02 0.06 0.03
O 7.114135 -0.877484 -2.401841 0.73 0.55 -0.86
C 7.118717 -1.902304 -4.523253 -0.07 -0.11 -0.10
C 7.685548 -1.988329 -5.724914 -0.04 0.01 0.10
H 10.214152 0.400072 -5.348158 0.00 -0.02 -0.04
H 9.154969 0.560741 -3.101861 -0.03 -0.01 0.02
H 6.267263 -2.506846 -4.236820 -0.01 0.03 0.07
H 7.326376 -2.669199 -6.485903 0.03 0.01 -0.02
O -7.958911 -1.192900 0.167569 0.00 -0.01 0.03
C -8.514241 -1.155884 1.244930 0.04 0.00 -0.08
C -8.098765 -0.192212 2.292583 -0.07 0.02 0.09
C -8.707103 -0.154161 3.475578 0.08 0.03 -0.07
C -9.826963 -1.071914 3.796199 -0.04 0.01 0.10
O -10.382327 -1.035806 4.873304 0.01 -0.01 -0.03
C -10.242571 -2.035796 2.747922 0.01 -0.05 -0.11
C -9.634379 -2.074062 1.565101 -0.08 -0.05 0.06
H -7.282625 0.469182 2.041691 -0.02 -0.02 -0.06
H -8.417615 0.541462 4.253139 -0.03 -0.01 0.02
H -11.060992 -2.698068 3.000057 0.00 0.02 0.04
H -9.923554 -2.769568 0.787477 0.03 0.02 -0.03
```
Forces are in eV/Å.

Results
Frontier orbital gap in hartree: 0.3104
LUMO in hartree: -0.0653
Structure (SMILES): C#CCOC(=O)OCCC(F)(F)F.O=C1C=CC(=O)C=C1.O=C1C=CC(=O)C=C1.O=C1C=CC(=O)C=C1

Atomic partial charges in e from the Mulliken method, atoms 1 to 8:
1. C 0.0370
2. C -0.6367
3. C 0.0489
4. O -0.2620
5. C 0.5590
6. O -0.4974
7. O -0.3315
8. C -0.4003



The following is a quantum chemistry calculation of a 3-piece molecular cluster, CH4N2O overall, from OMol25.

```
8
Properties=species:S:1:pos:R:3:forces:R:3
C -0.475386 -0.862479 0.555047 0.21 1.48 1.82
H 0.885053 1.219420 0.892318 -0.93 -1.47 -5.13
H 1.650162 0.562372 -1.256013 -3.36 2.07 3.58
H -1.213109 0.323854 -1.155894 3.37 -2.48 2.40
H -1.287603 -1.629622 0.361216 0.99 0.49 0.76
N 0.558366 1.039675 -0.450636 4.76 -0.88 0.90
N -0.255003 -0.102297 -0.541545 -3.72 2.78 -3.07
O 0.137518 -0.550924 1.595508 -1.32 -1.99 -1.26
```
Forces are in eV/Å.

Results
Frontier orbital gap in hartree: 0.3616
ΔE to the lowest compared entry with this formula, charge and spin in kcal per mole: 137.7
LUMO in hartree: 0.0183

The Mulliken scheme yields these atomic charges, measured in e:
1. C 0.2115
2. H 0.3394
3. H 0.2446
4. H 0.3051
5. H 0.2960
6. N -0.6212
7. N -0.1570
8. O -0.6184



The following is a quantum chemistry calculation of C2H3BiLiO2 as an isolated structure, from OMol25.

```
9
Properties=species:S:1:pos:R:3:forces:R:3
H 3.415090 -1.186117 1.391760 -0.10 -0.08 -0.01
O 1.188050 -0.492960 1.524739 -1.48 0.80 -1.90
C 0.670558 -0.138082 0.449031 2.79 -0.47 1.09
C -0.720250 -0.127790 0.197340 -1.44 -0.42 0.34
O -1.223875 0.458032 -0.867711 2.52 -0.54 1.56
Li -0.048177 1.550335 -1.851279 0.54 0.49 -0.47
Bi -3.210343 0.379522 -1.354047 -2.86 -0.08 -0.76
H 1.327910 0.169683 -0.401431 -0.07 0.12 0.30
H -1.398963 -0.612623 0.911597 0.11 0.17 -0.16
```
Forces are in eV/Å.

Results
Frontier orbital gap (spin up / spin down) in hartree: 0.1795 / 0.1973
ΔE to the lowest compared entry with this formula, charge and spin in kcal per mole: 59.7
Charge: +2
Spin multiplicity: 2
LUMO (spin up / spin down) in hartree: -0.4179 / -0.4347
Expectation value of S²: 1.7551

Atomic partial charges in e from the Mulliken method, atoms 1 to 8:
1. H 0.1152
2. O -0.2867
3. C -0.6013
4. C 1.0481
5. O -0.4972
6. Li 0.9226
7. Bi 0.8444
8. H 0.0713